Record 1
{
  "formula": "C41H45As2MnN5O4SSe",
  "method": "ωB97M-V with the def2-TZVPD basis set",
  "homo_energy_ev": [-7.63, -8.02],
  "homo_lumo_gap_ev": [6.0, 6.4],
  "de_lowest_kj_mol": 0.0,
  "s2": 8.754,
  "e_tot_ev": -288070.0276,
  "multiplicity": 6,
  "lumo_energy_ev": [-1.59, -1.60],
  "symbols": ["Se", "As", "As", "Mn", "S", "O", "O", "O", "O", "N", "N", "N", "N", "N", "C", "C", "C", "C", "C", "C", "C", "C", "C", "C", "C", "C", "C", "C", "C", "C", "C", "C", "C", "C", "C", "C", "C", "C", "C", "C", "C", "C", "C", "C", "C", "C", "C", "C", "C", "C", "C", "C", "C", "C", "C", "H", "H", "H", "H", "H", "H", "H", "H", "H", "H", "H", "H", "H", "H", "H", "H", "H", "H", "H", "H", "H", "H", "H", "H", "H", "H", "H", "H", "H", "H", "H", "H", "H", "H", "H", "H", "H", "H", "H", "H", "H", "H", "H", "H", "H"],
  "positions_angstrom": [[-3.0807, 0.8873, 3.3145], [-3.6340, 1.3229, -1.2577], [-1.6808, -1.3860, -0.7672], [0.8359, -0.0147, -0.1952], [1.0922, -0.9948, -2.6364], [2.7375, 3.6180, 0.2860], [2.1999, 1.5296, -0.3168], [2.2665, -1.4682, 0.1845], [-0.3503, 1.8740, 0.0358], [-2.3714, -0.1464, 4.5512], [-1.7735, 0.6543, 2.1528], [0.2353, -0.5707, 2.0661], [3.2588, -2.3426, -1.6968], [2.0363, -3.3872, -3.2876], [-4.8838, -1.9622, 1.9556], [0.9824, -3.5009, -4.2883], [1.0266, -1.3669, 2.7389], [-3.7083, -2.1087, 1.2301], [-5.3708, 0.0345, 0.7255], [1.3901, -2.9061, -5.6278], [6.0189, -0.4749, 1.7067], [6.9277, -2.2683, 0.3873], [-2.4390, -1.8139, -2.5145], [-0.7920, 6.2978, -2.1681], [1.9462, 2.7196, 0.0708], [4.7826, -0.6592, 1.1072], [2.9998, -4.4857, -3.2315], [-1.0590, 4.1436, 3.6804], [4.6174, -1.6447, 0.1387], [-3.3511, -1.1890, 0.2463], [2.1733, -2.3187, -2.4860], [-5.7285, -0.8956, 1.6916], [-0.0087, 4.1898, -0.5196], [-1.1496, -3.1963, -0.2614], [0.2666, 3.2925, 1.8508], [1.0769, 2.6296, 2.7659], [-0.8354, 3.9571, -1.6112], [-0.3344, -1.4637, 4.7320], [0.8039, 2.6947, 4.1241], [-0.2696, 3.4469, 4.5863], [3.2803, -1.8093, -0.5024], [7.0898, -1.2847, 1.3542], [-3.7844, 2.8550, -0.0402], [-0.9005, -0.1562, 2.7187], [2.6510, -5.4945, -2.1481], [-1.2344, -0.5961, 4.0509], [0.4329, 5.4853, -0.2618], [-1.2254, 5.0085, -2.4320], [-5.3537, 1.5696, -2.1696], [-0.7964, 4.0589, 2.3202], [5.6975, -2.4406, -0.2275], [0.4412, 3.0434, 0.3595], [0.7854, -1.8330, 4.0701], [-4.1825, -0.0850, 0.0110], [0.0423, 6.5316, -1.0813], [-2.9623, -0.9481, -2.9140], [-1.0430, 1.7430, 0.7214], [1.9275, 2.0569, 2.4145], [1.5842, -1.8401, -5.5167], [-1.8655, 4.8134, -3.2833], [2.6804, -5.0152, -1.1694], [8.0540, -1.1425, 1.8252], [-5.5163, 0.7495, -2.8680], [-3.0743, -2.9620, 1.4332], [-4.7814, 2.9396, 0.3919], [-1.0965, 7.1167, -2.8070], [3.9483, -0.0124, 1.3465], [-0.4757, 3.5052, 5.6477], [-0.8478, -3.2249, 0.7858], [-6.6542, -0.7812, 2.2415], [3.3621, -6.3215, -2.1488], [0.0914, -3.0036, -3.9088], [-5.1433, -2.6895, 2.7144], [1.6515, -5.9056, -2.3029], [-6.1880, 1.6170, -1.4713], [1.9211, -1.6806, 2.2165], [-1.8844, 4.7499, 4.0322], [5.5584, -3.1914, -0.9933], [-5.3066, 2.5017, -2.7324], [0.3959, 7.5335, -0.8749], [7.7636, -2.8964, 0.1077], [1.5206, -2.4883, 4.5160], [-0.2806, -3.4442, -0.8722], [-6.0293, 0.8759, 0.5420], [6.1504, 0.3111, 2.4389], [-3.1246, -2.6553, -2.4240], [3.0015, -4.9602, -4.2139], [-1.9460, -3.9185, -0.4401], [1.1023, 5.6611, 0.5693], [-1.1722, 2.9497, -1.8197], [-3.5482, 3.7611, -0.5986], [3.9895, -4.0685, -3.0578], [-1.4133, 4.6024, 1.6147], [-3.0462, 2.7551, 0.7574], [2.2918, -3.3861, -6.0118], [0.7528, -4.5639, -4.3889], [-0.5704, -1.7960, 5.7341], [0.5953, -3.0397, -6.3627], [-1.6115, -2.0575, -3.1800], [1.4420, 2.1705, 4.8253]],
  "forces_ev_per_a": [[-0.0217, 0.0724, 0.0107], [-0.0211, -0.0124, 0.0089], [0.0368, 0.1532, 0.1565], [0.1768, 0.0695, -0.4595], [-0.1268, 0.1446, -0.0319], [0.1095, 0.1170, -0.0181], [-0.1719, -0.1053, 0.1874], [0.1252, -0.1055, 0.0622], [-0.1709, -0.2067, 0.3338], [0.0038, 0.0568, -0.0693], [0.0050, 0.0871, 0.1019], [0.1045, -0.0657, 0.1191], [0.0106, -0.0231, 0.0396], [-0.0262, -0.0334, -0.0761], [0.0033, -0.0222, -0.0195], [-0.0338, 0.0000, 0.0156], [-0.0705, 0.1326, -0.0420], [-0.0478, -0.0121, -0.0150], [0.0218, 0.0047, 0.0358], [0.0029, 0.0024, 0.0068], [-0.0018, 0.0011, -0.0084], [-0.0041, 0.0054, -0.0023], [0.0502, -0.0113, -0.0290], [-0.0074, -0.0003, 0.0056], [-0.0512, -0.0959, 0.0072], [0.0037, 0.0035, 0.0082], [0.0163, 0.0033, -0.0116], [-0.0052, -0.0735, 0.0587], [0.0233, 0.0135, 0.0068], [-0.0870, -0.0714, -0.0598], [0.0352, -0.0411, -0.0548], [-0.0043, 0.0050, 0.0048], [-0.0206, 0.0549, -0.0008], [-0.0135, 0.0075, 0.0086], [-0.1134, 0.0491, -0.0506], [0.0086, -0.0548, 0.0707], [-0.0004, 0.0215, -0.0300], [-0.0122, -0.0478, 0.0151], [-0.0012, 0.0238, 0.0008], [-0.0130, 0.0239, -0.0433], [-0.0761, 0.1256, 0.1640], [-0.0133, -0.0019, -0.0065], [0.0224, -0.0133, 0.0291], [-0.0379, -0.0994, 0.0290], [-0.0056, -0.0006, 0.0131], [0.0107, 0.0150, -0.0219], [0.0346, 0.0248, -0.0551], [0.0115, 0.0129, 0.0229], [0.0170, -0.0039, -0.0183], [0.0368, -0.0136, -0.0072], [-0.0116, 0.0000, 0.0146], [0.0194, -0.0844, -0.0400], [0.0146, 0.0106, -0.0108], [-0.0195, 0.0070, -0.0004], [-0.0115, -0.0193, -0.0002], [0.0062, 0.0023, 0.0003], [0.3302, -0.0214, -0.2965], [-0.0136, 0.0030, 0.0041], [0.0028, 0.0058, -0.0009], [-0.0110, -0.0023, -0.0185], [0.0036, 0.0024, 0.0009], [0.0077, 0.0000, 0.0025], [-0.0027, 0.0022, 0.0095], [0.0189, -0.0168, 0.0064], [-0.0180, -0.0270, 0.0082], [0.0050, 0.0074, -0.0066], [-0.0014, 0.0017, -0.0083], [-0.0047, 0.0029, -0.0036], [0.0141, -0.0015, -0.0127], [-0.0058, -0.0003, -0.0045], [0.0069, -0.0042, -0.0041], [0.0736, -0.0379, -0.0324], [0.0038, 0.0002, 0.0080], [-0.0040, -0.0016, -0.0022], [0.0008, 0.0209, -0.0132], [0.0168, -0.0135, -0.0382], [0.0021, 0.0040, 0.0066], [0.0028, -0.0052, -0.0063], [-0.0033, -0.0043, -0.0087], [-0.0003, 0.0100, 0.0032], [0.0076, -0.0054, -0.0017], [-0.0099, 0.0062, 0.0195], [-0.0008, -0.0082, -0.0009], [0.0000, 0.0033, 0.0057], [0.0003, 0.0035, 0.0044], [-0.0065, -0.0070, -0.0027], [-0.0098, -0.0091, -0.0052], [0.0062, -0.0042, 0.0041], [-0.0005, -0.0024, 0.0042], [0.0345, 0.0477, -0.0221], [-0.0162, -0.0027, 0.0153], [-0.0130, 0.0029, 0.0010], [-0.0124, -0.0094, 0.0049], [-0.0328, 0.0279, -0.0169], [0.0042, -0.0032, -0.0008], [0.0004, -0.0080, -0.0084], [0.0247, -0.0051, -0.0020], [-0.0095, -0.0047, 0.0008], [-0.0931, 0.0180, 0.0484], [-0.0067, 0.0034, 0.0043]],
  "mulliken_charge": [0.28, 0.50, 0.75, 2.15, -0.57, -0.70, -0.84, -0.40, 0.54, -0.86, 0.31, 1.80, -0.36, 0.31, -0.72, 0.22, -0.98, -0.35, -0.39, -1.17, -0.80, -0.74, -0.76, -0.46, -0.74, 0.04, -0.73, -0.95, 0.14, -0.10, 0.38, -0.98, -0.72, -1.00, -0.19, -0.29, -0.07, -0.83, -0.75, -0.61, -0.27, -0.38, -0.75, -0.58, -1.08, 0.30, -0.22, -1.03, -1.30, -0.15, -0.20, 3.00, -1.03, 0.34, -0.86, 0.30, -0.64, 0.53, 0.27, 0.44, 0.19, 0.38, 0.37, 0.35, 0.63, 0.40, 0.45, 0.41, 0.31, 0.40, 0.41, -0.70, 0.39, 0.32, 0.38, 0.43, 0.41, 0.40, 0.41, 0.41, 0.40, 0.51, 0.01, 0.16, 0.42, 0.41, 0.49, 0.49, 0.50, 0.58, 0.40, 0.42, 0.45, -0.29, 0.36, 0.53, 0.51, 0.43, -0.05, 0.48]
}



Record 2
{
  "formula": "C41H45AsGe2MnN3O2S",
  "method": "ωB97M-V with the def2-TZVPD basis set",
  "homo_energy_ev": [-7.43, -7.33],
  "homo_lumo_gap_ev": [6.5, 6.6],
  "de_lowest_kj_mol": 77.8,
  "s2": 6.376,
  "e_tot_ev": -267839.3661,
  "multiplicity": 5,
  "lumo_energy_ev": [-0.89, -0.68],
  "symbols": ["As", "Ge", "Ge", "Mn", "S", "O", "O", "N", "N", "N", "C", "C", "C", "C", "C", "C", "C", "C", "C", "C", "C", "C", "C", "C", "C", "C", "C", "C", "C", "C", "C", "C", "C", "C", "C", "C", "C", "C", "C", "C", "C", "C", "C", "C", "C", "C", "C", "C", "C", "C", "C", "H", "H", "H", "H", "H", "H", "H", "H", "H", "H", "H", "H", "H", "H", "H", "H", "H", "H", "H", "H", "H", "H", "H", "H", "H", "H", "H", "H", "H", "H", "H", "H", "H", "H", "H", "H", "H", "H", "H", "H", "H", "H", "H", "H", "H"],
  "positions_angstrom": [[0.7788, 4.2892, 0.0282], [-1.5976, -0.1188, 0.4876], [-3.2067, 1.3415, -0.6538], [0.9494, 0.1410, 0.5761], [2.2674, 3.0822, 0.8303], [1.3881, 0.5944, -1.3794], [5.3956, 0.1221, -2.6233], [1.6078, 0.5175, 2.6760], [3.5613, 0.0938, -0.7639], [3.0215, 0.0896, 0.4818], [-2.9249, 1.6492, -2.5851], [1.5787, -4.7636, 1.0267], [1.3840, 6.0366, -0.5085], [4.3814, 0.3413, -3.4755], [1.2958, -2.5515, 1.9226], [-3.6160, 0.6928, 4.1825], [-2.1926, -1.1854, 4.5723], [-2.5106, -1.8803, -1.6878], [1.5720, -3.9280, 2.1016], [1.3333, -5.1126, -1.3981], [3.7149, 0.1284, 1.5638], [0.7431, -3.2721, -2.8170], [-2.1909, -3.0212, 0.3744], [-4.9340, 0.4228, -0.4791], [0.8905, 0.7871, 3.7578], [-2.8709, -3.0694, -2.3022], [1.0106, -2.8875, -0.4354], [2.6093, 0.3741, -1.6579], [1.3099, -4.2584, -0.2692], [2.3789, 0.7924, -5.3854], [4.6997, 0.4480, -4.8356], [-1.7755, -1.1352, 3.2521], [0.7167, -2.4296, -1.7449], [3.5769, 0.3476, 4.0502], [3.0429, 0.4712, -3.0731], [-0.0190, 3.4992, -1.5274], [-3.1958, 0.7265, 2.8601], [3.7122, 0.6692, -5.7706], [-3.5239, 3.1779, 0.0165], [-2.2653, -0.1807, 2.3608], [-2.5394, -4.2169, -0.2316], [1.0620, -4.6344, -2.6449], [1.4513, 0.8507, 5.0299], [-2.1596, -1.8286, -0.3424], [-2.8791, -4.2464, -1.5740], [1.0050, -2.0134, 0.6939], [-0.6252, 4.5989, 1.3084], [2.8091, 0.6193, 5.1777], [2.0629, 0.6927, -4.0472], [2.9404, 0.3110, 2.8146], [-3.1145, -0.2649, 5.0463], [1.7968, -5.8179, 1.1414], [-3.1472, -5.1811, -2.0490], [0.5100, -2.8939, -3.8023], [-3.1295, -3.0742, -3.3513], [3.2761, 0.6531, 6.1525], [1.0372, 0.7800, -3.7099], [1.7840, -4.3038, 3.0931], [-3.6155, 1.4888, 2.2164], [1.7996, 6.5394, 0.3650], [-3.9052, 1.7314, -3.0525], [1.5733, -6.1567, -1.2464], [-5.2040, 0.2771, 0.5632], [4.8013, 0.1230, 1.5796], [-1.7946, -1.9451, 5.2309], [0.8188, 1.0728, 5.8760], [-0.6838, 4.2147, -2.0095], [-5.6911, 1.0467, -0.9525], [0.5607, 6.6156, -0.9215], [5.0051, 0.0555, -1.7206], [0.7829, 3.2000, -2.2037], [-2.4948, -0.9806, -2.2916], [4.6403, 0.1734, 4.1181], [0.4521, -1.3897, -1.8830], [3.9804, 0.7441, -6.8163], [1.6081, 0.9589, -6.1242], [-0.1434, 4.9070, 2.2368], [-1.9228, -3.0407, 1.4218], [-3.4665, 3.3039, 1.0932], [-4.9226, -0.5515, -0.9629], [-0.5647, 2.6029, -1.2314], [-0.1743, 0.9395, 3.6043], [-4.5293, 3.4523, -0.2995], [-4.3413, 1.4139, 4.5328], [5.7366, 0.3466, -5.1196], [1.0843, -5.2961, -3.4994], [-1.3197, 5.3671, 0.9680], [1.3256, -1.9252, 2.8082], [-3.4455, -0.2996, 6.0760], [-1.0457, -1.8561, 2.9169], [-2.3713, 0.8751, -3.1048], [2.1682, 5.9115, -1.2561], [-2.5364, -5.1291, 0.3477], [-2.4070, 2.5910, -2.7437], [-2.8327, 3.8815, -0.4454], [-1.1623, 3.6655, 1.4764]],
  "forces_ev_per_a": [[-0.0505, -0.1280, 0.0343], [-0.0921, -0.2794, 0.0902], [-0.0849, 0.1133, -0.0761], [-0.2569, -0.5861, -0.0394], [-0.0352, -0.0800, 0.0437], [0.1728, 0.1387, -0.0234], [-0.0528, 0.0165, -0.1264], [0.5899, 0.0227, 0.1445], [-0.0909, -0.0067, 0.4758], [0.7216, 0.0618, 0.4572], [-0.0365, 0.0585, 0.0590], [0.0154, 0.0206, -0.0014], [0.1657, -0.0021, 0.0085], [0.1655, -0.0067, -0.1186], [-0.0659, 0.0954, 0.0981], [-0.0137, 0.0337, 0.0036], [-0.0172, -0.0045, 0.0470], [-0.0086, 0.1209, -0.1176], [-0.0190, 0.0337, -0.1229], [0.0008, 0.0115, 0.0004], [-0.6981, -0.0112, -0.4074], [0.0199, 0.0072, 0.0313], [0.0321, -0.0249, 0.1081], [0.0273, 0.0253, -0.0397], [0.0063, -0.0449, 0.2105], [0.0146, 0.0024, 0.0257], [-0.0744, 0.3250, -0.1465], [0.2171, 0.1846, -0.4706], [0.0433, -0.1919, 0.0923], [-0.0018, -0.0057, 0.0782], [-0.0796, 0.0010, 0.1739], [0.0448, -0.1290, 0.0044], [-0.0318, 0.0269, -0.0437], [-0.4810, 0.0583, -0.0376], [-0.1768, -0.0891, 0.0959], [0.0043, 0.0302, -0.1167], [-0.0589, 0.2107, -0.0663], [0.0616, -0.0093, -0.0270], [0.0581, -0.0385, -0.1036], [0.0486, -0.0410, -0.1129], [0.0010, -0.0199, 0.0107], [0.0020, -0.0049, -0.0006], [-0.0387, -0.0227, -0.1034], [-0.0563, 0.0946, 0.1125], [-0.0434, -0.0822, -0.0757], [-0.0678, 0.4090, 0.2386], [-0.0440, 0.0829, 0.0879], [0.0534, -0.0366, -0.2011], [-0.0443, 0.0137, 0.0477], [0.2263, 0.0271, -0.3067], [-0.0151, -0.0382, 0.0978], [0.0055, -0.0468, 0.0082], [0.0015, -0.0198, -0.0101], [-0.0122, 0.0198, -0.0767], [-0.0279, -0.0099, -0.0925], [-0.0302, 0.0139, 0.0419], [0.0177, -0.0052, -0.0205], [0.0129, -0.0322, 0.0743], [-0.0067, -0.0091, -0.0538], [-0.0283, -0.0213, -0.0624], [-0.0986, -0.0077, -0.0426], [0.0102, -0.0770, -0.0037], [-0.0133, -0.0012, 0.1339], [-0.0312, -0.0203, -0.0604], [0.0279, -0.0532, 0.0479], [-0.0087, 0.0106, 0.0475], [-0.0534, -0.0202, -0.0327], [-0.1177, 0.0205, -0.0370], [-0.0385, 0.0142, -0.0081], [-0.0045, -0.0193, 0.0940], [-0.0476, 0.0353, 0.0491], [0.0135, -0.0281, 0.0447], [0.0459, -0.0069, -0.0131], [0.0287, -0.0370, 0.0027], [0.0121, 0.0004, -0.0307], [-0.0363, 0.0057, -0.0062], [-0.0426, 0.0066, -0.0523], [0.0144, 0.0226, 0.0235], [0.0019, -0.0405, 0.1071], [0.0483, -0.0211, -0.0378], [0.0521, 0.0593, 0.0141], [0.1331, 0.0246, 0.0483], [-0.1047, 0.0470, -0.0296], [-0.0532, 0.0508, 0.0252], [0.0604, -0.0035, -0.0273], [0.0020, -0.0347, -0.0515], [0.0092, -0.0350, -0.0006], [-0.0480, -0.0267, -0.0144], [0.0022, -0.0007, 0.0225], [0.1416, -0.0621, -0.0485], [0.0912, -0.1007, -0.0044], [-0.0618, 0.0160, 0.0578], [-0.0059, -0.0821, 0.0483], [0.0610, 0.1007, -0.0160], [0.0556, 0.0137, -0.0284], [0.0663, 0.0175, -0.0216]],
  "mulliken_charge": [0.79, 0.72, 0.89, -1.02, -0.54, 0.19, -0.66, 0.75, -1.57, 1.40, -1.41, -1.11, -1.18, 0.68, -0.25, -0.90, -1.04, 0.52, -1.12, -0.96, -1.22, -0.77, 0.17, -1.25, -0.60, -0.77, 1.21, 0.42, 1.69, -1.15, -0.74, 0.37, -0.40, -1.03, -0.12, -0.68, 0.33, -0.30, -1.37, -0.39, -0.72, -0.87, -0.91, -0.30, -0.62, 1.02, -0.63, -0.47, -0.39, 1.01, -0.68, 0.39, 0.38, 0.54, 0.43, 0.43, 0.45, 0.48, 0.02, 0.37, 0.50, 0.41, 0.40, 0.45, 0.47, 0.49, 0.63, 0.53, 0.39, 0.61, 0.39, -0.15, 0.51, 0.05, 0.38, 0.43, 0.44, 0.21, 0.40, 0.31, -0.39, 0.56, 0.51, 0.45, 0.45, 0.40, 0.41, 0.20, 0.37, 0.03, 0.34, 0.35, 0.44, 0.44, 0.33, -0.21]
}